[1]
17
Properties=species:S:1:pos:R:3:lowdin_charge:R:1 method="wB97M-V/def2-TZVPD" lumo_energy_ev=4.38 e_above_lowest_ev=2.508 charge=-1
C -0.79137 0.76905 1.55776 -0.404
O -0.46883 0.62555 0.22723 -0.263
C -1.71553 -0.38342 2.00426 -0.114
H -1.28236 1.74626 1.67865 0.087
H 0.07664 0.75436 2.24458 0.097
H -1.99781 -0.31654 3.06146 0.048
H -1.21966 -1.33984 1.83639 0.061
H -2.59777 -0.34560 1.36094 0.053
O 1.77008 -0.57708 0.51067 -0.148
C 1.12627 0.06595 -0.35037 -0.509
C 0.62659 -0.65833 -1.59310 -0.251
N -0.21060 0.25982 -2.40079 -0.033
H 1.45780 1.10272 -0.57131 0.111
H 1.45856 -0.98235 -2.21472 0.097
H 0.04438 -1.49862 -1.19593 0.102
H -0.64378 -0.27150 -3.15108 0.034
H -0.95893 0.58455 -1.80225 0.033

=====

[2]
84
Properties=species:S:1:pos:R:3:lowdin_spin:R:1 method="wB97M-V/def2-TZVPD" lumo_energy_ev="4.27 / 4.27" s_squared=3.779 spin_multiplicity=4 charge=-2
V -0.23564 0.60142 -1.61645 1.961
S -2.13525 1.86591 -1.98427 0.045
C -3.37929 0.64263 -1.64951 0.212
C -4.58953 1.09814 -1.14041 0.076
N -5.60043 1.49660 -0.70979 0.140
C -3.10745 -0.74168 -1.80977 0.212
S -1.46389 -1.32924 -2.18722 0.061
C -4.04953 -1.72303 -1.52778 0.079
N -4.84134 -2.55131 -1.29398 0.146
C 2.15620 0.74228 -5.90716 0.001
Si 0.89295 0.12492 -4.61426 0.007
C 1.50290 -1.59157 -4.12572 0.004
C -0.78632 0.04124 -5.48068 0.003
N 0.92329 1.11630 -3.20114 0.014
C 1.19910 2.45608 -3.13668 0.009
C 1.09415 3.35123 -4.22159 -0.001
C 1.35755 4.70086 -4.07268 0.001
C 1.72528 5.23311 -2.84261 -0.001
C 1.82679 4.37181 -1.75684 0.001
C 1.58384 3.01781 -1.89837 0.001
H 2.47201 -0.10514 -6.52434 0.000
H 3.04587 1.16467 -5.43605 0.000
H 1.74080 1.49696 -6.57666 0.000
H 1.45745 -2.27726 -4.97638 0.000
H 0.89847 -2.01838 -3.32482 0.001
H 2.53942 -1.53104 -3.78370 0.000
H -1.00322 -0.97391 -5.82182 0.000
H -0.81541 0.70812 -6.34778 0.000
H -1.58062 0.32725 -4.79036 0.001
H 0.76060 2.97702 -5.18073 0.000
H 1.25106 5.35411 -4.93310 0.000
H 1.91347 6.29430 -2.73160 0.000
H 2.10571 4.75667 -0.78112 0.000
H 1.70802 2.35224 -1.04939 0.001
N 0.57083 0.24572 0.04486 -0.003
P 0.20382 -0.30185 1.43545 0.005
N -1.36740 -0.63318 1.91321 0.002
C -2.25976 0.54011 1.88679 0.001
C -3.50115 0.28486 2.73064 0.000
C -4.22957 -0.96384 2.24427 0.000
C -3.27028 -2.15054 2.20963 0.001
C -2.04806 -1.81370 1.37026 0.003
N 0.99258 -1.75337 1.75513 0.001
C 0.80702 -2.62669 2.90001 0.000
C 1.05254 -4.09857 2.51299 0.000
C 0.73209 -4.37391 1.04568 0.000
C 1.53869 -3.45764 0.10592 0.001
C 2.02965 -2.21764 0.85142 0.001
N 0.66117 0.82148 2.61706 0.000
C 0.49615 0.59625 4.03328 0.000
C 1.84019 0.68548 4.75800 0.000
C 2.51741 2.02188 4.45826 0.000
C 2.61220 2.25700 2.95206 0.000
C 1.23945 2.10475 2.30124 0.001
H -2.55605 0.75358 0.85109 0.001
H -1.71108 1.40807 2.25784 0.000
H -4.15447 1.15869 2.66314 0.000
H -3.20374 0.16377 3.78013 0.000
H -4.60952 -0.78836 1.23262 0.000
H -5.09570 -1.18126 2.87694 0.000
H -3.76325 -3.02147 1.77157 0.001
H -2.95303 -2.40863 3.22949 0.000
H -2.35237 -1.62560 0.33851 0.002
H -1.34937 -2.64888 1.34679 0.001
H -0.20383 -2.49373 3.28859 0.000
H 1.50156 -2.36013 3.71645 0.000
H 0.45574 -4.74405 3.16333 0.000
H 2.09988 -4.35550 2.70107 0.000
H -0.33457 -4.23089 0.86624 0.000
H 0.93793 -5.42469 0.82434 0.000
H 0.90047 -3.13253 -0.71848 0.002
H 2.39293 -3.98980 -0.32655 0.000
H 2.26988 -1.41525 0.15601 0.001
H 2.93649 -2.44509 1.43600 0.000
H 0.02150 -0.37281 4.19507 0.000
H -0.19086 1.35272 4.45387 0.000
H 2.47443 -0.13542 4.40781 0.000
H 1.69940 0.55798 5.83684 0.000
H 3.50622 2.07033 4.92525 0.000
H 1.91856 2.82582 4.90422 0.000
H 3.28666 1.52130 2.50281 0.000
H 3.02111 3.25016 2.74214 0.000
H 1.29511 2.18786 1.21725 0.001
H 0.57544 2.90809 2.66819 0.000

=====

[3]
11
Properties=species:S:1:pos:R:3:lowdin_charge:R:1 method="wB97M-V/def2-TZVPD" lumo_energy_ev=0.21 e_above_lowest_ev=4.553
C -1.08975 -0.43436 1.15210 -0.470
C 1.12871 0.26252 -0.16987 -0.019
C -0.12903 0.67830 -0.81874 -0.297
C -0.08849 -1.13995 0.41682 0.035
N -1.13010 -0.16709 -0.20957 0.049
O -1.66175 -0.24237 2.18478 0.132
H 1.96878 0.20500 -0.92045 0.100
H 1.24261 0.89061 0.78662 0.110
H -0.25723 1.78776 -0.76567 0.121
H -0.00635 0.36414 -1.92514 0.137
H 0.02260 -2.20455 0.26912 0.102

=====

[4]
90
Properties=species:S:1:pos:R:3:lowdin_charge:R:1 method="wB97M-V/def2-TZVPD" lumo_energy_ev=0.04
C -0.38429 -3.71714 3.82892 -0.108
C -1.75893 -3.03209 3.84502 -0.248
C -2.49858 -3.35415 2.53446 -0.231
C -3.55929 -2.31380 2.22364 -0.211
C -4.18918 -2.36729 0.81903 -0.185
C -3.28514 -2.76349 -0.34591 -0.210
C -2.44174 -1.63294 -0.93142 -0.195
C -1.39134 -1.04074 0.00421 -0.169
C -0.94289 0.32240 -0.55075 -0.178
C 0.38261 0.79636 0.06594 -0.086
C 0.62430 2.32906 0.14372 -0.368
C -0.08458 3.16263 -0.94384 -0.104
C 0.48037 3.14403 -2.36512 -0.026
C -0.27980 2.34057 -3.42091 -0.412
F -0.43545 3.13310 -4.52622 0.106
F -1.52659 1.99214 -3.05124 0.133
C 0.55618 1.12237 -3.92186 -0.343
F 1.24275 0.53884 -2.91568 0.142
F 1.47945 1.62464 -4.77796 0.152
C -0.21140 0.03043 -4.69680 -0.327
F -1.29539 -0.41078 -4.02801 0.155
F -0.65133 0.59732 -5.84062 0.166
C 0.65342 -1.22575 -5.07481 -0.331
F 1.97331 -0.95761 -5.07911 0.164
F 0.29872 -1.60267 -6.32057 0.164
C 0.42738 -2.44151 -4.13443 -0.336
F 0.43525 -2.03141 -2.84263 0.147
F -0.73050 -3.05632 -4.43193 0.169
C 1.57949 -3.50321 -4.27143 -0.504
F 1.92170 -3.70876 -5.55009 0.184
F 1.10554 -4.66950 -3.76790 0.160
F 2.65068 -3.15032 -3.54250 0.174
C 2.13827 2.55301 0.01101 -0.186
C 3.01554 1.93439 1.12602 -0.607
O 3.30370 0.64405 0.67399 -0.157
C 4.45200 -0.00987 1.19920 -0.296
C 4.35876 -1.48540 0.82706 -0.037
P 4.47069 3.17603 1.22602 0.624
O 5.22747 2.59831 -0.10205 -0.330
Br 5.79842 2.54938 2.90047 0.383
S 2.20448 1.76828 2.76796 0.630
O 2.29343 0.41195 3.19818 -0.225
O 2.72785 2.74836 3.66453 -0.324
O 0.61617 2.06839 2.58754 -0.215
C 0.20370 2.89980 1.52541 -0.696
Cl 0.95037 4.54713 1.77887 0.799
C -1.28941 3.11109 1.75159 -0.087
C -2.08172 1.81607 2.04419 -0.241
O -3.26132 1.76640 1.27038 0.019
C -2.51316 1.77724 3.52291 -0.540
F -2.85839 0.49530 3.83744 0.124
F -3.59871 2.54508 3.74803 0.151
F -1.53547 2.13915 4.37060 0.158
H -0.51578 -4.73788 3.47859 0.069
H 0.21562 -3.22836 3.06744 0.065
H 0.11110 -3.69746 4.79049 0.065
H -1.58160 -1.96129 3.85824 0.091
H -2.34815 -3.37102 4.68959 0.106
H -2.91618 -4.35725 2.57763 0.120
H -1.72755 -3.38623 1.76798 0.086
H -3.19543 -1.32095 2.45346 0.067
H -4.37202 -2.47774 2.93158 0.115
H -5.06543 -3.00643 0.83278 0.102
H -4.55621 -1.36373 0.60132 0.108
H -2.64409 -3.61210 -0.12220 0.102
H -3.94056 -3.10670 -1.14526 0.106
H -3.12064 -0.85575 -1.28555 0.120
H -1.93466 -2.01296 -1.81352 0.090
H -1.78466 -0.86977 0.99903 0.090
H -0.53990 -1.71706 0.01048 0.124
H -0.78110 0.15501 -1.60808 0.080
H -1.77544 1.00324 -0.41557 0.099
H 0.50048 0.31174 1.03116 0.119
H 1.17669 0.39714 -0.54990 0.108
H -0.00721 4.19250 -0.60711 0.101
H -1.14565 2.95384 -0.92369 0.110
H 0.43846 4.15879 -2.74129 0.136
H 1.52164 2.85669 -2.44212 0.118
H 2.39414 3.59109 -0.17083 0.079
H 2.47386 2.01616 -0.86861 0.119
H 5.37741 0.38991 0.79622 0.089
H 4.49868 0.05285 2.28017 0.075
H 3.78101 -1.61571 -0.08022 0.076
H 5.36270 -1.83821 0.60656 0.074
H 3.99186 -2.08646 1.64803 0.076
H 5.59970 3.36306 -0.54548 0.053
H -1.75450 3.70290 0.97736 0.126
H -1.35542 3.70579 2.65782 0.114
H -1.48435 0.93000 1.89348 0.129
H -3.66419 2.63378 1.30741 0.103

=====

[5]
47
Properties=species:S:1:pos:R:3:lowdin_charge:R:1 method="wB97M-V/def2-TZVPD" lumo_energy_ev=0.65 e_above_lowest_ev=0.459
C 4.90900 -1.73813 1.39429 -0.088
C 3.84137 -2.66603 1.97689 -0.201
C 2.47073 -2.28271 1.49750 -0.134
C 1.87552 -2.79517 0.37725 -0.268
C 2.52658 -3.83742 -0.48015 -0.020
N 0.64975 -2.41417 -0.05549 0.142
C -0.01249 -1.52103 0.62904 -0.326
N -1.23323 -1.13341 0.20031 -0.054
C -1.99306 -0.05493 0.79561 -0.120
C -2.92277 0.54847 -0.27791 -0.155
N -2.30646 0.57584 -1.58564 -0.160
C -1.10271 1.39950 -1.65895 -0.151
C -1.36714 2.79894 -1.17597 -0.234
C -2.41111 3.53427 -1.72626 -0.045
C -2.67070 4.81934 -1.28808 -0.080
C -1.88579 5.38819 -0.29781 -0.093
C -0.84207 4.66496 0.25140 -0.083
C -0.58682 3.37520 -0.18381 -0.048
C -2.10416 -0.78269 -2.07100 -0.147
C -1.85339 -1.78997 -0.92914 -0.121
N 0.49850 -0.97356 1.76472 0.216
C 1.76576 -1.29966 2.27520 -0.423
O 2.13788 -0.75204 3.29753 0.054
H 4.90297 -1.77299 0.30652 0.066
H 5.89611 -2.02944 1.74585 0.069
H 4.71765 -0.71507 1.70826 0.075
H 3.85539 -2.57183 3.06448 0.111
H 4.06259 -3.70061 1.71098 0.102
H 3.49955 -3.49955 -0.82866 0.079
H 1.88925 -4.04331 -1.33494 0.075
H 2.66898 -4.75663 0.08591 0.086
H -2.58405 -0.41067 1.65167 0.130
H -1.31502 0.73035 1.14215 0.107
H -3.19599 1.56436 0.01286 0.120
H -3.83999 -0.03867 -0.36348 0.124
H -0.25441 0.96784 -1.10484 0.121
H -0.81918 1.44199 -2.71668 0.132
H -3.01958 3.08121 -2.49429 0.117
H -3.48511 5.38167 -1.72087 0.102
H -2.08673 6.39295 0.04319 0.100
H -0.22519 5.10315 1.02214 0.103
H 0.23360 2.81746 0.24743 0.110
H -1.26425 -0.78572 -2.76587 0.118
H -3.00222 -1.08523 -2.62177 0.118
H -2.80114 -2.22852 -0.59580 0.124
H -1.18472 -2.58690 -1.24944 0.108
H -0.03169 -0.31962 2.32566 0.144